# 1
{
  "formula": "C21H17N7",
  "method": "wB97M-V/def2-TZVPD",
  "smiles": "C=CCn1nc(N)c2cc(-c3c(-c4ccccc4)nn4ccccc34)nnc21",
  "mol_weight_g_mol": 367.42,
  "homo_lumo_gap_ha": 0.2804,
  "energy_ev": -32480.7941,
  "de_lowest_kcal_mol": 3.6,
  "homo_energy_ha": -0.275,
  "total_charge": 0,
  "lumo_ev": 0.14,
  "species": ["N", "N", "N", "N", "C", "C", "C", "C", "C", "C", "C", "C", "C", "C", "C", "C", "C", "C", "C", "C", "C", "C", "C", "C", "N", "N", "N", "C", "H", "H", "H", "H", "H", "H", "H", "H", "H", "H", "H", "H", "H", "H", "H", "H", "H"],
  "coordinates": [[2.807, -0.417, -1.197], [-4.022, 0.873, 2.784], [-1.868, -0.256, -1.059], [-3.096, -0.190, -0.532], [1.865, -0.527, -0.330], [-2.717, 0.867, 2.828], [-5.866, -1.892, 2.496], [0.583, 0.466, -4.643], [-0.018, 0.307, -3.417], [2.069, 0.378, -4.755], [0.564, -0.230, -0.942], [2.818, 0.030, -3.631], [0.802, -0.062, -2.275], [-6.406, -1.118, 1.499], [-0.746, -0.025, -0.327], [-3.261, 0.208, 0.744], [2.758, -1.909, 3.651], [1.650, -2.398, 2.978], [3.641, -1.041, 3.004], [-0.867, 0.360, 1.003], [1.323, -1.922, 1.691], [3.318, -0.586, 1.717], [-2.163, 0.470, 1.550], [2.189, -1.048, 1.008], [-2.023, 1.244, 3.925], [2.179, -0.193, -2.391], [-4.416, 0.428, 1.541], [-5.819, 0.216, 1.064], [-6.260, -2.870, 2.710], [-4.971, -1.581, 3.030], [-0.022, 0.717, -5.472], [-1.113, 0.384, -3.322], [2.621, 0.546, -5.663], [3.873, -0.031, -3.729], [-7.264, -1.538, 0.938], [2.993, -2.233, 4.673], [1.000, -3.140, 3.463], [4.537, -0.690, 3.461], [-0.006, 0.520, 1.616], [0.439, -2.280, 1.155], [3.995, 0.072, 1.232], [-2.580, 1.401, 4.762], [-1.021, 1.160, 3.941], [-5.791, 0.274, -0.020], [-6.402, 1.008, 1.486]],
  "forces_ev_per_angstrom": [[1.110, -0.350, -2.520], [-0.485, -0.407, -0.141], [-0.817, -0.283, 0.658], [0.019, 0.439, -0.264], [-2.659, 0.112, 0.285], [-0.201, -0.199, -1.113], [-0.601, 1.597, -2.018], [2.047, -0.108, 1.817], [0.592, -0.410, -0.706], [-0.941, -0.791, 2.360], [-0.039, -0.485, 1.292], [-2.372, 0.608, -0.700], [0.505, 0.508, -0.588], [1.065, -1.799, 1.512], [-0.942, -0.170, 0.995], [-0.464, -0.182, 0.360], [0.765, -0.151, 0.262], [-0.798, 0.185, -0.417], [-1.483, 0.000, -1.047], [-1.462, -0.078, 0.578], [0.566, -0.338, -0.207], [-0.155, -1.013, 0.222], [1.424, 0.344, 0.270], [-0.253, 0.562, 1.847], [-0.151, 0.364, 0.821], [0.798, 0.812, -1.828], [1.020, -0.583, -2.582], [1.310, -0.755, 1.171], [-0.218, -0.116, 0.098], [-0.233, 0.029, -0.051], [-0.348, 0.200, -0.876], [0.860, -0.096, 0.216], [-0.203, 0.017, -0.212], [0.703, -0.202, 0.565], [0.477, 0.595, 0.330], [-0.209, 0.016, -0.507], [0.258, 0.454, -0.250], [0.434, 0.181, 0.399], [0.458, 0.175, 0.194], [0.221, -0.003, 0.345], [0.417, 0.570, -0.434], [0.725, -0.082, -0.317], [-0.316, -0.006, 0.249], [0.037, 0.162, -0.083], [-0.461, 0.676, 0.013]]
}


# 2
{
  "formula": "C21H17NO4S2",
  "method": "wB97M-V/def2-TZVPD",
  "smiles": "C=CCOc1ccc(/C=C2\\SC(=S)N([C@H](C(=O)O)c3ccccc3)C2=O)cc1",
  "mol_weight_g_mol": 411.50,
  "homo_lumo_gap_ha": 0.2703,
  "energy_ev": -53403.4318,
  "de_lowest_kcal_mol": 0.0,
  "homo_energy_ha": -0.299,
  "total_charge": 0,
  "lumo_ev": -0.77,
  "species": ["C", "C", "C", "H", "O", "C", "C", "C", "C", "C", "C", "H", "H", "C", "C", "C", "O", "N", "C", "S", "S", "C", "C", "C", "C", "C", "C", "C", "H", "H", "H", "H", "H", "C", "O", "O", "H", "H", "H", "H", "H", "H", "H", "H", "H"],
  "coordinates": [[-4.163, -6.527, 2.063], [-4.737, -5.342, 1.990], [-4.713, -4.323, 3.094], [-3.868, -4.496, 3.773], [-4.715, -2.987, 2.624], [-3.630, -2.503, 1.982], [-3.715, -1.167, 1.568], [-2.671, -0.565, 0.912], [-1.489, -1.271, 0.639], [-1.417, -2.606, 1.059], [-2.462, -3.218, 1.716], [-2.368, -4.251, 2.010], [-0.519, -3.172, 0.859], [-0.361, -0.710, -0.042], [-0.165, 0.523, -0.562], [1.093, 0.856, -1.232], [2.052, 0.126, -1.357], [1.058, 2.151, -1.712], [-0.068, 2.874, -1.479], [-0.318, 4.417, -1.941], [-1.236, 1.910, -0.592], [2.181, 2.700, -2.459], [3.207, 3.330, -1.549], [3.429, 4.699, -1.620], [4.350, 5.300, -0.781], [5.052, 4.539, 0.137], [4.830, 3.175, 0.214], [3.911, 2.569, -0.624], [3.746, 1.505, -0.566], [5.376, 2.577, 0.928], [5.770, 5.009, 0.793], [4.516, 6.366, -0.843], [2.876, 5.297, -2.330], [2.714, 1.588, -3.371], [2.003, 0.941, -4.089], [4.036, 1.490, -3.348], [4.330, 0.773, -3.932], [1.761, 3.472, -3.120], [0.486, -1.375, -0.178], [-2.767, 0.465, 0.607], [-4.624, -0.627, 1.780], [-5.641, -4.397, 3.672], [-5.289, -5.037, 1.112], [-4.229, -7.239, 1.259], [-3.611, -6.840, 2.935]],
  "forces_ev_per_angstrom": [[-0.017, -0.060, -0.018], [0.011, 0.279, 0.062], [-0.101, -0.323, 0.236], [-0.079, 0.026, -0.049], [-0.091, 0.167, -0.070], [0.339, 0.297, -0.233], [-0.186, -0.231, 0.139], [0.225, -0.151, -0.045], [-0.475, -0.364, 0.324], [0.033, 0.470, -0.161], [-0.323, -0.219, 0.268], [-0.002, -0.050, 0.021], [0.096, -0.046, -0.026], [0.651, 0.766, -0.551], [-0.536, -0.602, 0.423], [0.358, -0.647, 0.125], [-0.077, 0.122, 0.085], [0.172, 0.092, -0.313], [-0.291, 0.244, 0.047], [-0.211, 0.001, 0.082], [0.076, 0.185, -0.089], [0.356, -0.037, -0.057], [-0.085, 0.178, 0.013], [-0.032, -0.141, -0.048], [0.093, 0.090, 0.052], [0.031, 0.110, 0.004], [-0.031, -0.083, 0.029], [0.031, 0.026, 0.095], [0.007, -0.078, -0.014], [0.049, -0.050, 0.057], [0.057, 0.041, 0.051], [0.017, 0.091, 0.000], [-0.084, 0.035, -0.070], [-0.395, -0.055, -0.405], [-0.075, 0.035, -0.051], [0.691, 0.037, 0.095], [-0.325, 0.100, -0.015], [0.109, -0.251, 0.135], [0.056, 0.023, -0.031], [-0.133, 0.037, 0.051], [-0.105, 0.070, 0.026], [0.207, 0.025, -0.046], [-0.087, -0.032, -0.156], [-0.073, -0.123, -0.168], [0.151, -0.003, 0.196]]
}